Computed, not measured: 12 unconnected molecules or ions with the total composition C60H144N18O24P6 at a distorted geometry, with ωB97M-V with the def2-TZVPD basis set.

Cartesian coordinates (Å):
1 C 19.89 5.28 23.14
2 C 21.05 6.15 22.69
3 C 21.33 7.22 23.78
4 O 22.81 7.11 23.90
5 C 23.23 5.99 23.27
6 O 24.34 5.60 23.23
7 O 22.23 5.37 22.59
8 H 19.76 4.40 22.48
9 H 18.96 5.88 23.03
10 H 19.97 4.95 24.20
11 H 20.96 6.56 21.69
12 H 20.90 6.96 24.75
13 H 21.01 8.25 23.53
14 C 23.58 11.97 21.05
15 C 24.51 11.22 22.04
16 C 23.86 10.18 22.92
17 O 24.18 8.97 22.16
18 C 25.26 9.17 21.38
19 O 25.79 8.34 20.70
20 O 25.56 10.49 21.34
21 H 22.72 12.38 21.56
22 H 23.13 11.24 20.35
23 H 24.01 12.76 20.43
24 H 25.02 11.99 22.55
25 H 22.82 10.33 23.09
26 H 24.39 10.16 23.87
27 C 15.86 11.06 22.50
28 C 16.27 10.41 23.79
29 C 15.64 9.05 24.03
30 O 16.71 8.26 24.52
31 C 17.88 8.90 24.30
32 O 18.90 8.49 24.75
33 O 17.68 10.09 23.65
34 H 16.26 10.53 21.61
35 H 16.15 12.06 22.45
36 H 14.76 11.08 22.32
37 H 16.15 11.01 24.62
38 H 15.20 8.62 23.11
39 H 14.76 9.07 24.74
40 C 15.88 13.65 16.33
41 C 15.92 12.53 15.34
42 C 17.31 11.95 15.03
43 O 17.05 10.53 14.93
44 C 15.90 10.25 15.52
45 O 15.44 9.12 15.74
46 O 15.22 11.39 15.83
47 H 16.30 13.37 17.29
48 H 14.94 14.15 16.47
49 H 16.60 14.40 15.88
50 H 15.37 12.92 14.49
51 H 18.07 12.12 15.83
52 H 17.79 12.22 14.08
53 C 21.78 3.71 15.71
54 C 22.91 4.71 15.54
55 C 24.25 4.03 15.30
56 O 24.74 4.70 14.10
57 C 23.83 5.54 13.62
58 O 24.03 6.28 12.69
59 O 22.75 5.47 14.36
60 H 21.77 3.05 14.83
61 H 20.84 4.20 15.81
62 H 21.83 3.08 16.59
63 H 22.90 5.39 16.37
64 H 24.18 2.98 15.03
65 H 25.00 4.08 16.07
66 C 25.61 7.90 15.94
67 C 24.55 9.00 15.73
68 C 24.83 9.98 14.57
69 O 23.52 10.19 14.02
70 C 22.68 9.20 14.43
71 O 21.56 9.11 14.11
72 O 23.37 8.32 15.27
73 H 25.56 6.99 15.21
74 H 25.39 7.48 16.93
75 H 26.62 8.34 16.00
76 H 24.28 9.52 16.67
77 H 25.44 9.50 13.85
78 H 25.25 10.99 14.81
79 O 26.54 1.42 19.98
80 P 26.43 2.81 19.55
81 N 24.99 3.51 19.85
82 C 24.45 4.62 19.15
83 C 24.01 2.89 20.74
84 N 26.62 2.99 17.92
85 C 26.05 1.94 17.09
86 C 27.33 4.04 17.29
87 N 27.53 3.83 20.18
88 C 27.16 4.96 21.04
89 C 28.83 3.31 20.65
90 H 24.40 5.53 19.76
91 H 23.41 4.36 18.90
92 H 24.91 4.67 18.18
93 H 23.71 3.64 21.49
94 H 24.33 1.95 21.11
95 H 23.07 2.65 20.16
96 H 24.97 1.86 17.35
97 H 26.25 2.16 16.00
98 H 26.57 0.98 17.30
99 H 28.26 3.63 16.81
100 H 26.82 4.58 16.48
101 H 27.58 4.72 18.13
102 H 26.39 5.57 20.54
103 H 26.79 4.65 22.05
104 H 27.95 5.70 21.29
105 H 29.65 4.03 20.53
106 H 28.99 2.41 20.06
107 H 28.72 2.99 21.71
108 O 13.49 8.66 21.62
109 P 13.25 7.47 20.79
110 N 11.72 7.49 20.14
111 C 10.54 6.92 20.73
112 C 11.43 8.56 19.18
113 N 13.47 6.04 21.64
114 C 12.86 6.10 23.01
115 C 13.23 4.72 20.99
116 N 14.29 7.47 19.49
117 C 14.06 6.94 18.14
118 C 15.60 8.04 19.80
119 H 9.92 7.73 21.09
120 H 10.74 6.21 21.56
121 H 9.91 6.38 19.98
122 H 10.72 9.27 19.56
123 H 11.10 8.05 18.24
124 H 12.34 9.08 18.96
125 H 12.84 7.12 23.40
126 H 11.83 5.62 23.00
127 H 13.58 5.65 23.72
128 H 12.16 4.57 20.78
129 H 13.84 4.68 20.08
130 H 13.71 3.93 21.59
131 H 13.06 7.12 17.83
132 H 14.72 7.46 17.47
133 H 14.29 5.87 18.20
134 H 15.61 9.11 19.69
135 H 16.31 7.52 19.12
136 H 15.92 7.88 20.83
137 O 18.83 14.20 16.97
138 P 20.06 14.67 16.30
139 N 21.35 14.73 17.35
140 C 21.01 15.10 18.73
141 C 22.71 14.77 16.86
142 N 19.70 16.25 15.81
143 C 20.65 17.16 15.21
144 C 18.39 16.88 15.96
145 N 20.63 13.81 15.04
146 C 20.20 14.17 13.71
147 C 20.94 12.41 15.37
148 H 21.77 14.69 19.39
149 H 20.02 14.66 18.94
150 H 20.95 16.14 18.98
151 H 22.81 14.25 15.88
152 H 23.32 14.19 17.52
153 H 23.04 15.80 16.75
154 H 21.39 17.64 15.93
155 H 21.29 16.68 14.51
156 H 20.23 17.98 14.68
157 H 18.51 17.78 16.61
158 H 18.01 17.27 14.99
159 H 17.79 16.11 16.47
160 H 20.97 13.96 12.90
161 H 19.27 13.64 13.43
162 H 20.02 15.26 13.62
163 H 20.43 12.09 16.29
164 H 22.00 12.25 15.48
165 H 20.61 11.75 14.55
166 O 22.92 12.32 24.85
167 P 22.02 13.48 24.94
168 N 20.47 13.22 24.43
169 C 20.24 12.76 23.04
170 C 19.59 12.48 25.40
171 N 22.57 14.60 23.84
172 C 23.99 14.52 23.47
173 C 21.92 15.78 23.42
174 N 22.00 14.06 26.47
175 C 21.23 15.21 26.79
176 C 23.08 13.70 27.42
177 H 20.33 11.63 23.00
178 H 21.05 13.21 22.47
179 H 19.20 13.09 22.77
180 H 19.80 11.42 25.42
181 H 18.58 12.58 25.00
182 H 19.71 12.98 26.29
183 H 24.00 14.32 22.41
184 H 24.55 15.46 23.67
185 H 24.48 13.76 24.14
186 H 22.11 16.14 22.40
187 H 20.83 15.63 23.53
188 H 22.15 16.73 23.97
189 H 20.83 15.67 25.87
190 H 20.34 15.00 27.45
191 H 21.82 15.98 27.32
192 H 22.68 13.22 28.32
193 H 23.60 14.65 27.77
194 H 23.71 12.98 26.96
195 O 18.96 15.83 21.47
196 P 17.52 16.28 21.74
197 N 16.48 14.99 21.32
198 C 15.08 14.73 21.75
199 C 16.71 14.25 20.11
200 N 17.21 17.60 20.81
201 C 15.82 18.10 20.72
202 C 17.84 17.84 19.52
203 N 16.99 16.75 23.25
204 C 17.50 18.03 23.75
205 C 16.87 15.71 24.26
206 H 14.96 13.69 22.06
207 H 14.43 15.10 20.91
208 H 14.83 15.42 22.52
209 H 17.73 14.43 19.67
210 H 15.93 14.50 19.30
211 H 16.56 13.16 20.27
212 H 15.19 17.64 21.54
213 H 15.76 19.19 20.93
214 H 15.32 17.92 19.78
215 H 17.47 18.82 19.07
216 H 18.98 17.78 19.59
217 H 17.45 17.08 18.84
218 H 17.31 18.84 23.06
219 H 17.05 18.19 24.77
220 H 18.61 18.00 23.82
221 H 17.69 14.99 24.24
222 H 15.91 15.15 24.12
223 H 16.90 16.16 25.22
224 O 20.01 8.51 20.68
225 P 20.08 9.10 19.33
226 N 19.61 8.05 18.17
227 C 20.02 8.29 16.77
228 C 19.31 6.71 18.60
229 N 21.66 9.55 19.01
230 C 22.06 10.54 18.04
231 C 22.69 8.53 19.39
232 N 19.30 10.53 18.98
233 C 17.90 10.55 18.48
234 C 19.55 11.54 20.01
235 H 19.28 7.85 16.09
236 H 21.04 7.87 16.62
237 H 19.93 9.40 16.61
238 H 18.21 6.56 18.45
239 H 19.45 6.65 19.71
240 H 19.82 6.00 17.96
241 H 23.08 10.81 18.27
242 H 22.00 10.14 17.01
243 H 21.48 11.46 18.11
244 H 23.71 8.93 19.21
245 H 22.61 8.19 20.41
246 H 22.61 7.71 18.61
247 H 17.19 10.83 19.26
248 H 17.75 11.36 17.72
249 H 17.59 9.60 18.07
250 H 19.53 12.55 19.58
251 H 20.51 11.28 20.51
252 H 18.73 11.45 20.81

Properties
M ... 1687.76 g/mol
Spin multiplicity ... 1
HOMO energy ... -8.08 eV
Energy relative to the best compared isomer or geometry (same formula, charge and spin) ... 23.5 kcal/mol
SMILES ... CN(C)P(=O)(N(C)C)N(C)C.CN(C)P(=O)(N(C)C)N(C)C.CN(C)P(=O)(N(C)C)N(C)C.CN(C)P(=O)(N(C)C)N(C)C.CN(C)P(=O)(N(C)C)N(C)C.CN(C)P(=O)(N(C)C)N(C)C.C[C@H]1COC(=O)O1.C[C@H]1COC(=O)O1.C[C@H]1COC(=O)O1.C[C@H]1COC(=O)O1.C[C@H]1COC(=O)O1.C[C@H]1COC(=O)O1
E ... -7212.390105 a.u.

Computed, not measured: 15 unconnected molecules or ions with the total composition C60H145N15O10 at a distorted geometry, with ωB97M-V with the def2-TZVPD basis set.

Cartesian coordinates (Å):
1 C -3.98 4.83 5.26
2 C -4.66 3.46 5.47
3 N -5.34 3.10 4.23
4 C -6.42 2.15 4.50
5 C -7.64 2.78 5.18
6 C -4.39 2.69 3.21
7 C -5.04 2.68 1.83
8 H -3.13 4.74 4.59
9 H -3.61 5.22 6.21
10 H -4.67 5.54 4.81
11 H -3.92 2.73 5.84
12 H -5.36 3.56 6.29
13 H -6.68 1.63 3.58
14 H -6.07 1.34 5.17
15 H -8.52 2.16 5.00
16 H -7.45 2.78 6.25
17 H -7.87 3.74 4.72
18 H -4.04 1.67 3.42
19 H -3.54 3.36 3.13
20 H -5.53 3.61 1.54
21 H -5.78 1.89 1.66
22 H -4.35 2.53 1.00
23 C -1.59 1.79 1.27
24 C -0.51 0.71 1.36
25 N -0.18 0.17 0.05
26 C 1.14 -0.47 0.06
27 C 1.17 -1.79 0.83
28 C -1.22 -0.70 -0.52
29 C -0.89 -1.19 -1.92
30 H -1.30 2.63 0.64
31 H -1.75 2.25 2.25
32 H -2.49 1.37 0.83
33 H 0.39 1.18 1.76
34 H -0.86 -0.09 2.04
35 H 1.53 -0.55 -0.96
36 H 1.85 0.21 0.53
37 H 0.76 -2.63 0.26
38 H 2.17 -2.10 1.14
39 H 0.50 -1.72 1.69
40 H -2.15 -0.12 -0.57
41 H -1.44 -1.45 0.26
42 H -0.75 -0.33 -2.58
43 H -1.71 -1.82 -2.29
44 H 0.03 -1.77 -1.99
45 C 5.23 -5.95 -3.33
46 C 4.00 -6.86 -3.33
47 N 2.91 -6.37 -2.50
48 C 2.25 -5.22 -3.09
49 C 1.64 -4.31 -2.05
50 C 1.91 -7.39 -2.16
51 C 2.48 -8.53 -1.34
52 H 5.57 -5.72 -2.32
53 H 5.06 -4.97 -3.79
54 H 5.99 -6.45 -3.93
55 H 3.71 -6.94 -4.39
56 H 4.28 -7.86 -3.01
57 H 2.94 -4.60 -3.68
58 H 1.54 -5.50 -3.89
59 H 0.78 -4.70 -1.50
60 H 2.39 -4.03 -1.31
61 H 1.29 -3.40 -2.55
62 H 1.40 -7.71 -3.08
63 H 1.16 -6.90 -1.53
64 H 3.15 -9.16 -1.92
65 H 1.68 -9.17 -0.96
66 H 2.95 -8.15 -0.43
67 C -5.98 -2.02 -7.07
68 C -4.62 -2.27 -6.41
69 N -4.24 -1.36 -5.33
70 C -4.15 0.02 -5.84
71 C -3.14 0.76 -4.97
72 C -5.09 -1.42 -4.13
73 C -4.91 -2.74 -3.41
74 H -6.10 -2.70 -7.92
75 H -6.02 -0.99 -7.43
76 H -6.76 -2.18 -6.33
77 H -4.65 -3.30 -6.04
78 H -3.83 -2.26 -7.16
79 H -5.11 0.54 -5.77
80 H -3.86 0.08 -6.89
81 H -2.17 0.28 -4.84
82 H -3.53 0.98 -3.98
83 H -2.86 1.74 -5.37
84 H -4.74 -0.66 -3.42
85 H -6.15 -1.19 -4.29
86 H -5.36 -3.53 -4.00
87 H -3.86 -2.92 -3.19
88 H -5.47 -2.68 -2.48
89 C 5.89 2.55 3.33
90 C 5.93 1.03 3.36
91 N 4.96 0.33 2.51
92 C 3.59 0.79 2.76
93 C 3.17 0.73 4.22
94 C 5.26 0.42 1.09
95 C 6.55 -0.33 0.74
96 H 6.53 2.98 4.11
97 H 4.90 2.98 3.51
98 H 6.22 2.85 2.34
99 H 6.96 0.71 3.16
100 H 5.82 0.64 4.38
101 H 3.37 1.78 2.32
102 H 2.96 0.14 2.14
103 H 3.36 -0.24 4.68
104 H 3.69 1.48 4.82
105 H 2.13 1.07 4.31
106 H 5.42 1.44 0.71
107 H 4.41 0.06 0.50
108 H 7.47 0.23 0.92
109 H 6.61 -0.44 -0.35
110 H 6.58 -1.35 1.12
111 C -2.20 7.84 0.42
112 O -2.38 8.89 1.00
113 N -2.15 6.63 1.02
114 C -2.33 6.43 2.44
115 C -1.86 5.43 0.25
116 H -2.03 7.80 -0.66
117 H -2.42 7.41 2.91
118 H -1.46 6.02 2.96
119 H -3.27 5.88 2.56
120 H -0.99 4.92 0.66
121 H -2.74 4.78 0.20
122 H -1.54 5.67 -0.77
123 C 1.71 -7.74 2.65
124 O 2.60 -8.35 2.09
125 N 1.29 -6.49 2.38
126 C 0.40 -5.79 3.30
127 C 1.73 -5.70 1.27
128 H 1.19 -8.16 3.53
129 H -0.54 -5.56 2.80
130 H 0.84 -4.84 3.62
131 H 0.13 -6.36 4.19
132 H 0.97 -5.14 0.73
133 H 2.36 -4.87 1.62
134 H 2.23 -6.33 0.53
135 C 3.13 0.36 -3.85
136 O 2.85 1.11 -4.77
137 N 4.07 -0.60 -3.91
138 C 4.44 -1.39 -2.76
139 C 4.77 -0.88 -5.16
140 H 2.63 0.38 -2.87
141 H 4.00 -1.05 -1.83
142 H 5.51 -1.35 -2.57
143 H 4.17 -2.44 -2.94
144 H 4.39 -0.22 -5.93
145 H 5.83 -0.67 -5.07
146 H 4.50 -1.89 -5.48
147 C 2.52 2.74 -0.98
148 O 3.24 1.76 -0.96
149 N 2.71 3.84 -1.75
150 C 1.74 4.90 -1.67
151 C 3.75 3.99 -2.73
152 H 1.68 2.82 -0.27
153 H 2.20 5.86 -1.38
154 H 0.98 4.77 -0.91
155 H 1.28 5.12 -2.64
156 H 3.34 4.18 -3.72
157 H 4.38 4.87 -2.54
158 H 4.39 3.11 -2.72
159 C -1.55 4.58 -3.83
160 O -2.42 5.01 -3.09
161 N -0.72 3.55 -3.58
162 C -0.93 2.64 -2.48
163 C 0.39 3.18 -4.43
164 H -1.38 5.00 -4.84
165 H -1.36 1.69 -2.81
166 H -1.60 3.04 -1.72
167 H 0.00 2.39 -1.98
168 H 0.20 2.38 -5.14
169 H 0.72 4.03 -5.03
170 H 1.27 3.04 -3.81
171 C 5.61 -1.96 5.00
172 O 6.29 -1.73 5.98
173 N 4.66 -2.93 4.91
174 C 4.30 -3.70 6.07
175 C 3.72 -2.96 3.80
176 H 5.73 -1.50 4.01
177 H 3.34 -3.43 6.54
178 H 5.07 -3.52 6.82
179 H 4.27 -4.77 5.87
180 H 2.77 -2.58 4.20
181 H 3.97 -2.29 2.98
182 H 3.57 -3.95 3.37
183 C -1.10 -1.84 4.49
184 O -0.64 -2.86 4.03
185 N -0.57 -1.19 5.57
186 C -1.05 0.08 5.99
187 C 0.63 -1.67 6.23
188 H -1.99 -1.34 4.08
189 H -0.37 0.91 5.73
190 H -1.19 0.13 7.07
191 H -2.02 0.30 5.54
192 H 1.35 -0.85 6.19
193 H 0.41 -1.91 7.28
194 H 1.05 -2.55 5.76
195 C 1.51 4.48 2.91
196 O 1.07 3.73 2.04
197 N 1.04 4.56 4.16
198 C 0.01 3.71 4.71
199 C 1.47 5.61 5.06
200 H 2.29 5.24 2.74
201 H -0.93 4.25 4.60
202 H 0.19 3.48 5.76
203 H -0.12 2.77 4.17
204 H 0.62 6.20 5.41
205 H 1.94 5.18 5.96
206 H 2.20 6.28 4.64
207 C -0.12 -2.76 -7.38
208 O 0.72 -2.47 -8.21
209 N 0.06 -2.75 -6.04
210 C 1.27 -2.21 -5.47
211 C -1.04 -2.98 -5.13
212 H -1.14 -3.09 -7.61
213 H 1.71 -2.85 -4.70
214 H 1.01 -1.29 -4.93
215 H 2.08 -1.97 -6.16
216 H -0.75 -3.66 -4.33
217 H -1.33 -2.01 -4.71
218 H -1.91 -3.42 -5.61
219 C -6.70 1.03 -1.13
220 O -6.03 0.04 -0.87
221 N -6.12 2.14 -1.62
222 C -6.95 3.32 -1.88
223 C -4.71 2.30 -1.89
224 H -7.80 1.03 -1.06
225 H -7.82 3.06 -2.48
226 H -6.37 3.96 -2.54
227 H -7.18 3.90 -0.98
228 H -4.04 1.47 -1.67
229 H -4.49 2.57 -2.92
230 H -4.33 3.11 -1.26

Properties
M ... 1236.91 g/mol
Spin multiplicity ... 1
HOMO energy ... -8.44 eV
Energy relative to the best compared isomer or geometry (same formula, charge and spin) ... 177.6 kcal/mol
E ... -3946.785125 a.u.